C2H9N3O | ωB97M-V/def2-TZVPD

Last column: Mulliken charge in e.
Positions of all 15 atoms, in Å:
H1 1.498 1.335 -1.045  0.26
N1 0.956 0.966 -0.287  -0.67
C1 -0.242 1.050 -0.772  0.49
N2 -0.545 1.649 -2.043  -0.55
N3 -1.369 0.475 -0.128  -0.30
C2 -1.292 -0.120 1.292  -0.79
H2 -1.473 1.423 -2.295  0.23
H3 -0.292 2.648 -2.036  0.23
H4 -2.325 0.781 -0.166  0.25
H5 -0.815 0.484 2.029  0.30
H6 -0.618 -1.033 1.223  0.20
H7 -2.251 -0.401 1.610  0.35
O1 2.698 -3.388 0.788  -0.65
H8 3.566 -3.380 1.214  0.32
H9 2.505 -2.488 0.616  0.32

Forces on atoms 1 to 6 (eV/Å):
1.0 0.2 -0.2
-2.1 0.0 -0.3
-0.8 -0.3 0.8
1.4 0.1 1.6
0.8 -0.7 2.4
3.1 -1.2 -2.8

SMILES = [H]/N=C(\N)NC.O
energy relative to the best compared isomer or geometry (same formula, charge and spin) = 28.36 kcal/mol
lowest unoccupied orbital energy = 0.818 eV
net charge = 0
HOMO energy = -9.098 eV
2S+1 = 1